[1]
111
Properties=species:S:1:pos:R:3 method="wB97M-V/def2-TZVPD" e_homo_ev=-6.17 homo_lumo_gap_ev=5.957 e_above_lowest_kcal_mol=62.2
Sr -0.432 -0.408 -0.480
C -1.035 1.591 7.531
C 0.216 2.108 6.821
C 1.449 1.556 7.547
C 0.217 3.639 6.922
C 0.253 1.684 5.355
C -0.687 0.846 4.774
C -0.616 0.495 3.437
Se -2.060 -0.554 2.728
C -3.105 0.969 2.202
C -3.953 1.547 3.138
C -4.638 2.720 2.868
C -4.431 3.293 1.611
C -3.602 2.755 0.639
C -2.914 1.544 0.929
O -2.158 0.955 0.041
C -3.356 3.469 -0.694
C -4.159 4.765 -0.821
C -3.753 2.564 -1.869
C -1.869 3.832 -0.804
C -5.578 3.393 3.866
C -7.013 3.354 3.323
C -5.557 2.697 5.226
C -5.164 4.855 4.078
C 0.417 0.965 2.586
O 0.498 0.534 1.352
C 1.364 1.861 3.158
C 1.249 2.162 4.512
C 2.504 2.574 2.405
C 3.849 2.075 2.942
C 2.398 4.088 2.641
C 2.494 2.381 0.882
H -1.026 1.913 8.574
H -1.085 0.500 7.523
H -1.947 1.974 7.069
H 1.456 1.867 8.595
H 2.370 1.913 7.082
H 1.459 0.465 7.514
H 0.111 3.953 7.964
H -0.608 4.066 6.350
H 1.144 4.070 6.540
H -1.507 0.453 5.360
H -4.053 1.061 4.100
H -4.953 4.213 1.387
H -5.235 4.588 -0.755
H -3.957 5.218 -1.794
H -3.885 5.492 -0.055
H -4.815 2.311 -1.814
H -3.182 1.639 -1.853
H -3.577 3.083 -2.817
H -1.582 4.523 -0.009
H -1.666 4.319 -1.763
H -1.241 2.944 -0.717
H -7.346 2.324 3.189
H -7.080 3.855 2.356
H -7.703 3.851 4.010
H -5.907 1.665 5.160
H -6.215 3.224 5.920
H -4.554 2.687 5.657
H -5.251 5.440 3.162
H -4.127 4.918 4.415
H -5.799 5.324 4.833
H 1.999 2.817 4.942
H 3.961 2.300 4.005
H 4.680 2.543 2.407
H 3.933 0.998 2.820
H 2.487 4.355 3.693
H 1.440 4.469 2.283
H 3.194 4.606 2.099
H 2.777 1.371 0.591
H 3.215 3.077 0.441
H 1.510 2.583 0.458
C 0.875 -3.481 -0.608
N -0.438 -2.834 -0.756
C -1.524 -3.782 -0.519
C -0.574 -2.248 -2.192
C 0.550 -1.094 -2.574
N -0.051 0.300 -2.888
C 1.076 1.132 -3.317
C -1.058 0.166 -3.940
H 0.954 -4.358 -1.264
H 1.014 -3.788 0.427
H 1.676 -2.792 -0.876
H -1.425 -4.657 -1.174
H -2.485 -3.305 -0.709
H -1.498 -4.103 0.521
H -1.602 -1.836 -2.292
H -0.490 -3.062 -2.916
H 1.158 -1.438 -3.413
H 1.266 -0.966 -1.716
H 1.475 0.783 -4.280
H 1.872 1.086 -2.573
H 0.746 2.165 -3.417
H -0.737 -0.521 -4.734
H -1.243 1.149 -4.370
H -2.009 -0.183 -3.539
N 5.559 -1.280 -2.205
C 4.231 -1.187 -2.480
N 3.477 -1.140 -1.418
C 4.370 -1.210 -0.352
C 4.114 -1.218 1.020
C 5.197 -1.324 1.865
C 6.512 -1.404 1.371
C 6.782 -1.392 0.020
C 5.679 -1.302 -0.826
H 6.301 -1.315 -2.881
H 3.879 -1.155 -3.500
H 3.101 -1.128 1.397
H 5.040 -1.331 2.935
H 7.331 -1.472 2.075
H 7.794 -1.451 -0.357


[2]
127
Properties=species:S:1:pos:R:3 method="wB97M-V/def2-TZVPD" e_homo_ev=-9.44 homo_lumo_gap_ev=9.088 e_above_lowest_kcal_mol=18.2 smiles="C[N+](=O)[O-].C[N+](=O)[O-].C[N+](=O)[O-].CCOC(C)=O.CCOC(C)=O.CCOC(C)=O.CCOC(C)=O.CCOC(C)=O.Fc1ccccc1.Fc1ccccc1.Fc1ccccc1"
C -0.170 1.549 -4.117
N 0.916 2.119 -4.955
O 2.052 1.880 -4.609
O 0.574 2.739 -5.940
H -1.036 1.337 -4.731
H -0.373 2.266 -3.326
H 0.253 0.646 -3.684
C -2.686 -4.793 0.621
N -1.900 -4.211 -0.501
O -1.339 -3.160 -0.270
O -1.805 -4.869 -1.500
H -3.163 -5.691 0.241
H -3.468 -4.103 0.928
H -2.004 -4.986 1.442
C 4.829 3.242 -0.466
N 6.235 3.505 -0.065
O 7.125 3.369 -0.867
O 6.360 3.857 1.099
H 4.538 2.259 -0.116
H 4.787 3.227 -1.552
H 4.256 4.094 -0.122
O -3.079 4.160 1.923
C -2.707 4.094 3.069
O -1.419 4.205 3.438
C -0.444 4.078 2.392
C -0.193 5.509 1.946
C -3.688 4.103 4.209
H -0.775 3.603 1.470
H 0.389 3.529 2.822
H 0.448 5.635 1.067
H 0.362 6.050 2.719
H -1.107 6.053 1.726
H -3.962 3.116 4.579
H -4.615 4.611 3.958
H -3.259 4.674 5.037
O -5.413 -1.747 -2.043
C -4.839 -1.155 -1.169
O -5.426 -0.755 -0.034
C -6.751 -1.246 0.195
C -6.841 -2.695 0.660
C -3.445 -0.614 -1.292
H -7.301 -1.209 -0.748
H -7.222 -0.548 0.883
H -6.257 -2.854 1.566
H -6.491 -3.326 -0.159
H -7.892 -2.950 0.786
H -3.288 0.194 -0.579
H -3.305 -0.173 -2.281
H -2.628 -1.329 -1.204
O 5.415 0.437 -1.404
C 6.327 0.022 -2.087
O 6.209 -0.556 -3.277
C 4.956 -1.067 -3.716
C 4.303 -0.091 -4.708
C 7.771 0.060 -1.625
H 4.272 -1.201 -2.878
H 5.074 -2.023 -4.219
H 4.321 0.930 -4.334
H 3.345 -0.418 -5.104
H 4.938 -0.024 -5.600
H 8.369 0.662 -2.305
H 8.119 -0.968 -1.559
H 7.735 0.535 -0.648
O 3.370 -3.966 -2.985
C 2.434 -3.529 -2.363
O 2.454 -3.264 -1.055
C 3.583 -3.725 -0.307
C 4.651 -2.683 0.015
C 1.076 -3.298 -2.973
H 3.928 -4.682 -0.702
H 3.177 -4.080 0.640
H 5.567 -2.917 -0.523
H 4.853 -2.652 1.084
H 4.287 -1.694 -0.267
H 0.724 -2.319 -2.659
H 0.417 -4.095 -2.624
H 1.109 -3.422 -4.051
O -3.157 -1.241 6.229
C -2.101 -1.489 5.711
O -1.904 -1.511 4.395
C -3.027 -1.466 3.533
C -2.596 -1.595 2.084
C -0.768 -1.646 6.426
H -3.643 -0.572 3.676
H -3.719 -2.260 3.844
H -3.503 -1.638 1.485
H -1.981 -2.480 1.980
H -2.055 -0.667 1.893
H -0.308 -2.551 6.042
H -0.948 -1.730 7.496
H -0.187 -0.738 6.288
F 2.201 -3.827 5.682
C 2.054 -3.137 4.525
C 1.945 -1.749 4.651
C 1.704 -1.002 3.517
C 1.590 -1.681 2.313
C 1.499 -3.063 2.246
C 1.844 -3.833 3.359
H 2.075 -1.242 5.596
H 1.588 0.072 3.570
H 1.513 -1.207 1.339
H 1.274 -3.543 1.304
H 1.836 -4.914 3.371
F -1.650 4.343 -3.020
C -2.827 3.684 -2.818
C -3.440 3.218 -3.971
C -4.589 2.466 -3.867
C -5.081 2.234 -2.580
C -4.525 2.808 -1.432
C -3.400 3.614 -1.584
H -2.870 3.397 -4.875
H -5.004 1.982 -4.739
H -5.989 1.658 -2.437
H -4.874 2.451 -0.473
H -2.884 4.025 -0.722
F 2.344 3.516 -1.670
C 1.672 2.475 -1.159
C 2.095 1.182 -1.428
C 1.285 0.138 -0.969
C 0.046 0.384 -0.415
C -0.447 1.706 -0.291
C 0.414 2.724 -0.628
H 3.030 0.995 -1.936
H 1.748 -0.837 -1.047
H -0.597 -0.426 -0.094
H -1.448 1.934 0.046
H 0.148 3.777 -0.654


[3]
127
Properties=species:S:1:pos:R:3 method="wB97M-V/def2-TZVPD" e_homo_ev=-9.41 homo_lumo_gap_ev=4.072 charge=+1 e_above_lowest_kcal_mol=97.1
C 2.154 0.560 -0.930
C 1.846 0.844 0.633
C 1.156 2.189 0.698
C -0.333 1.953 0.381
C -0.890 0.992 1.329
C -0.343 -0.395 1.183
N 1.122 -0.301 1.295
O 1.854 -1.294 1.738
C -0.795 -1.190 -0.077
C -0.877 -1.239 2.364
C 3.246 1.003 1.247
H 2.812 1.378 -1.429
H 1.332 0.418 -1.481
H 2.740 -0.297 -1.129
H 1.610 3.022 0.104
H 1.151 2.529 1.769
H -0.734 1.621 -0.547
H -0.647 2.925 0.639
H -1.993 0.792 1.209
H -0.666 1.220 2.367
H 0.003 -2.045 -0.062
H -0.594 -0.723 -1.210
H -1.662 -1.955 0.034
H -1.794 -1.127 2.410
H -0.809 -0.612 3.334
H -0.600 -2.177 2.713
H 3.901 1.756 0.812
H 3.768 0.211 1.243
H 3.065 1.371 2.243
N -0.271 -6.169 1.521
C -0.427 -6.929 0.341
C 0.456 -6.196 -0.725
C 1.197 -5.097 0.163
C 0.699 -5.186 1.664
H -0.955 -6.407 2.453
H -1.430 -7.683 0.072
H 0.341 -6.257 -1.825
H 1.909 -4.208 -0.216
H 0.901 -4.751 2.567
N -4.594 -2.239 1.446
C -3.749 -3.220 2.032
C -3.371 -4.313 0.944
C -4.148 -3.873 -0.299
C -4.742 -2.480 0.129
H -5.094 -1.474 2.059
H -3.587 -3.033 3.060
H -2.719 -5.193 1.030
H -4.116 -4.271 -1.331
H -5.315 -1.596 -0.490
N 3.175 -3.766 4.734
C 2.383 -4.923 4.876
C 0.943 -4.312 4.962
C 1.069 -2.798 4.840
C 2.557 -2.498 4.713
H 4.207 -3.854 4.691
H 2.837 -5.892 4.730
H 0.141 -4.853 5.298
H 0.333 -2.187 4.869
H 3.079 -1.630 4.876
N -6.307 -0.490 2.917
C -5.521 -0.755 3.999
C -4.304 0.157 3.882
C -4.533 0.872 2.584
C -5.860 0.484 2.106
H -7.218 -0.911 2.884
H -5.784 -1.508 4.916
H -3.374 0.177 4.627
H -3.838 1.676 2.227
H -6.569 0.716 1.310
N 0.271 -1.915 -5.185
C 1.352 -1.950 -4.369
C 1.002 -2.759 -3.033
C -0.416 -3.195 -3.254
C -0.775 -2.675 -4.675
H 0.329 -1.491 -6.206
H 2.199 -1.414 -4.589
H 1.533 -3.149 -2.186
H -1.020 -3.668 -2.697
H -1.638 -2.803 -5.226
N 3.280 4.504 -4.633
C 3.499 5.501 -3.690
C 2.565 5.115 -2.543
C 1.941 3.805 -2.987
C 2.483 3.497 -4.290
H 3.954 4.566 -5.532
H 4.103 6.147 -3.689
H 2.342 5.594 -1.445
H 0.988 3.342 -2.595
H 2.093 2.781 -4.970
N -3.694 5.749 1.769
C -3.638 4.393 2.175
C -2.221 4.104 2.430
C -1.369 5.216 1.909
C -2.455 6.101 1.455
H -4.589 6.179 1.572
H -4.499 3.729 2.301
H -1.803 3.195 2.791
H -0.361 5.239 1.770
H -2.034 6.916 1.030
C 7.867 0.644 -0.683
N 6.706 0.772 0.282
O 6.201 1.894 0.524
O 6.308 -0.267 0.803
H 7.474 0.165 -1.620
H 8.543 0.293 0.076
H 8.230 1.532 -1.051
C -2.823 -0.620 -3.197
N -2.480 0.678 -2.556
O -1.405 1.306 -2.909
O -2.944 1.012 -1.564
H -3.912 -0.567 -3.325
H -2.230 -1.351 -2.790
H -2.627 -0.220 -4.304
C 5.314 1.837 -4.026
N 4.441 0.915 -3.276
O 4.915 0.361 -2.295
O 3.446 0.454 -3.800
H 6.460 1.556 -3.832
H 5.282 2.977 -3.661
H 5.095 1.581 -5.053
C -3.199 4.242 -1.086
N -2.003 4.264 -1.879
O -2.197 3.948 -3.104
O -0.831 4.710 -1.433
H -3.359 5.391 -0.939
H -3.192 3.385 -0.428
H -3.897 3.857 -1.815